ORCA calculation (wB97M-V/def2-TZVPD) on a molecular structure, C78H54AsN12OPTi at a distorted geometry.

Geometry as XYZ:
```
148
Properties=species:S:1:pos:R:3:forces:R:3:lowdin_charge:R:1
Ti -2.655 0.450 0.970 -0.37 1.57 0.46 1.197
C -7.045 -3.303 4.040 0.12 -0.02 0.02 -0.091
C -7.998 -2.539 3.320 0.00 0.11 -0.09 -0.089
C -7.616 -1.474 2.540 -0.11 -0.16 0.04 -0.018
C -6.249 -1.162 2.482 0.12 0.30 -0.15 -0.127
C -5.529 -0.148 1.784 -0.20 -0.26 -0.06 -0.280
N -6.111 0.730 0.940 0.24 0.07 0.00 0.197
C -5.426 1.536 0.196 -0.36 -0.19 -0.04 -0.294
C -6.042 2.478 -0.753 0.01 0.06 0.10 -0.108
C -7.368 2.814 -0.976 0.00 -0.09 0.02 -0.013
C -7.633 3.760 -1.956 0.09 0.06 -0.05 -0.078
C -6.596 4.349 -2.686 -0.11 -0.02 0.02 -0.077
C -5.270 4.026 -2.439 0.09 -0.02 -0.01 -0.008
C -5.014 3.085 -1.456 -0.01 -0.04 -0.01 -0.105
C -3.751 2.604 -0.870 0.13 0.29 0.07 -0.268
N -2.620 3.161 -1.077 0.01 -0.14 0.11 0.209
C -1.521 2.920 -0.297 -0.32 0.28 -0.08 -0.279
N -1.437 1.997 0.737 -0.06 -0.48 0.30 0.011
C -0.215 2.213 1.343 0.14 0.00 0.15 -0.274
N 0.315 1.509 2.392 -0.10 0.18 -0.24 0.207
C -0.272 0.509 2.916 0.14 -0.22 0.01 -0.270
N -1.502 -0.067 2.544 -0.17 -0.15 -0.50 0.032
C -1.785 -1.082 3.444 -0.12 -0.16 0.15 -0.284
N -2.894 -1.730 3.573 -0.03 0.19 0.02 0.202
C -4.028 -1.337 2.942 -0.13 -0.19 -0.07 -0.285
N -4.188 -0.275 2.085 0.15 0.27 0.13 0.028
C -5.306 -1.920 3.192 0.26 0.02 -0.01 -0.132
C -5.705 -3.006 3.988 -0.14 -0.08 0.05 -0.031
C -0.638 -1.261 4.348 -0.04 0.05 -0.04 -0.106
C -0.427 -2.145 5.393 -0.04 -0.07 -0.03 -0.009
C 0.745 -2.009 6.120 0.06 0.05 -0.02 -0.076
C 1.667 -1.002 5.818 -0.03 -0.06 0.00 -0.075
C 1.439 -0.110 4.779 0.03 0.02 -0.04 -0.007
C 0.275 -0.265 4.046 -0.03 0.04 -0.01 -0.102
C 0.451 3.262 0.710 0.33 -0.09 0.17 -0.131
C 1.836 3.645 0.976 -0.23 -0.11 0.01 -0.029
C 2.598 4.333 0.124 -0.12 0.20 -0.06 -0.076
C 2.125 4.946 -1.171 -0.09 0.11 0.03 -0.196
C -0.006 4.621 -1.429 0.19 0.07 -0.02 -0.143
C -0.384 3.705 -0.326 0.19 -0.20 -0.48 -0.131
N -4.050 1.598 0.073 0.31 -0.47 0.01 0.018
H -7.387 -4.132 4.649 0.00 0.03 -0.02 0.096
H -9.047 -2.799 3.397 0.01 -0.02 -0.01 0.097
H -8.337 -0.889 1.983 0.02 0.00 0.04 0.110
H -8.158 2.351 -0.399 0.02 0.02 -0.02 0.113
H -8.655 4.058 -2.153 0.00 -0.03 -0.02 0.101
H -6.836 5.078 -3.451 0.01 -0.01 0.02 0.101
H -4.459 4.486 -2.988 -0.01 0.02 0.03 0.116
H -4.973 -3.582 4.542 -0.01 0.04 0.00 0.108
H -1.158 -2.910 5.626 0.01 0.02 -0.01 0.113
H 0.950 -2.685 6.941 0.00 0.00 -0.01 0.101
H 2.571 -0.917 6.409 -0.03 0.01 -0.01 0.101
H 2.137 0.683 4.543 -0.01 -0.02 0.00 0.115
H 2.255 3.300 1.914 0.01 -0.06 -0.05 0.107
H 3.620 4.562 0.412 0.02 -0.06 -0.03 0.106
H 2.939 5.471 -1.669 0.08 0.01 0.06 0.129
H -0.867 4.862 -2.048 0.04 -0.02 -0.07 0.147
C -2.057 -12.038 4.924 0.07 0.04 -0.02 -0.078
O -0.881 -11.266 4.739 -0.07 -0.05 0.07 -0.075
C -1.027 -10.015 4.241 0.00 0.00 0.00 -0.283
C 0.145 -9.268 4.105 0.04 0.01 0.00 0.010
C 0.101 -7.997 3.578 0.03 0.04 0.02 -0.014
C -1.113 -7.432 3.176 0.06 0.12 -0.13 -0.156
C -2.273 -8.174 3.339 -0.08 -0.03 0.07 -0.026
C -2.245 -9.459 3.870 -0.01 0.09 -0.03 -0.014
C -1.116 -6.109 2.536 0.04 -0.15 0.04 -0.260
N -0.048 -5.404 2.240 -0.10 0.16 0.03 0.197
C -0.527 -4.271 1.621 0.31 0.01 -0.10 -0.163
C -1.895 -4.305 1.531 -0.19 -0.03 -0.04 -0.131
N -2.264 -5.494 2.114 -0.09 0.10 0.04 0.189
C -2.661 -3.318 0.846 -0.10 -0.31 0.01 -0.080
C -4.053 -3.393 0.610 0.09 -0.10 0.29 0.030
C -4.652 -2.480 -0.212 -0.01 0.08 -0.18 -0.021
C -3.902 -1.375 -0.622 -0.07 -0.14 0.06 -0.107
N -2.624 -1.201 -0.267 0.05 -0.37 -0.31 -0.007
C -1.957 -2.237 0.325 0.21 -0.34 -0.30 -0.163
C -0.505 -2.227 0.299 -0.10 0.27 0.09 -0.167
N 0.080 -1.281 -0.463 -0.09 0.04 0.04 0.142
C 1.382 -1.326 -0.609 0.16 0.04 0.00 -0.118
C 2.199 -2.272 0.038 -0.08 -0.03 0.08 -0.032
C 1.612 -3.220 0.838 -0.03 0.10 0.05 0.012
C 0.212 -3.229 0.963 0.20 -0.28 0.04 -0.073
H -1.734 -12.985 5.346 0.03 -0.01 0.00 0.093
H -2.563 -12.220 3.974 -0.01 -0.01 -0.02 0.095
H -2.746 -11.551 5.617 0.00 0.01 0.01 0.095
H 1.080 -9.713 4.419 -0.03 0.01 -0.02 0.123
H 1.006 -7.415 3.464 -0.02 -0.03 -0.02 0.115
H -3.237 -7.763 3.058 0.02 -0.06 -0.02 0.105
H -3.168 -10.008 3.980 0.00 0.01 -0.01 0.102
H -3.200 -5.822 2.265 0.01 0.02 0.02 0.145
H -4.638 -4.198 1.039 0.04 0.00 -0.04 0.127
H -5.693 -2.563 -0.494 0.04 0.04 0.03 0.127
H -4.335 -0.607 -1.244 -0.11 0.15 0.16 0.122
H 1.818 -0.590 -1.285 -0.08 -0.03 0.20 0.079
H 3.271 -2.243 -0.105 -0.01 -0.01 0.00 0.105
H 2.186 -3.970 1.367 0.01 0.00 -0.08 0.119
C 3.366 2.065 -2.015 -0.10 -0.10 -0.22 -0.407
C 4.356 2.008 -3.194 0.00 0.14 0.25 -0.426
As 5.350 3.696 -3.292 0.01 0.08 -0.07 1.299
C 6.884 3.174 -4.392 0.01 -0.06 -0.02 -0.400
C 7.824 4.162 -4.679 0.03 -0.05 -0.03 -0.133
C 8.962 3.867 -5.415 -0.01 -0.03 0.00 -0.091
C 9.168 2.577 -5.889 -0.03 0.02 0.02 -0.096
C 8.226 1.592 -5.631 -0.03 0.03 0.01 -0.091
C 7.090 1.889 -4.885 0.04 0.04 -0.04 -0.109
C 6.275 3.635 -1.565 -0.01 0.05 0.02 -0.398
C 6.847 4.825 -1.121 -0.03 -0.03 0.07 -0.135
C 7.523 4.883 0.091 -0.01 -0.04 0.00 -0.091
C 7.615 3.749 0.887 -0.01 0.02 -0.04 -0.093
C 7.042 2.560 0.457 -0.03 0.00 -0.04 -0.083
C 6.381 2.503 -0.764 0.07 -0.03 0.04 -0.104
P 1.504 2.205 -2.138 0.14 0.42 0.08 1.155
C 0.942 1.548 -3.773 0.03 -0.15 0.02 -0.344
C -0.153 0.687 -3.636 -0.02 -0.03 0.06 -0.118
C -0.677 -0.010 -4.719 0.05 0.04 0.01 -0.084
C -0.109 0.134 -5.974 -0.01 0.02 0.01 -0.091
C 0.965 0.997 -6.142 -0.01 0.03 0.06 -0.083
C 1.478 1.696 -5.059 -0.07 0.05 0.04 -0.113
C 1.283 4.082 -2.194 -0.20 0.04 -0.09 -0.389
C 1.381 4.698 -3.573 0.03 -0.03 0.14 -0.066
C 1.213 5.977 -3.927 -0.02 0.09 0.11 -0.082
C 0.894 7.119 -3.062 0.04 -0.11 -0.20 -0.096
C 0.733 7.062 -1.743 -0.02 -0.08 0.16 -0.047
C 0.844 5.818 -0.918 -0.02 0.00 -0.18 -0.178
H 3.595 2.908 -1.360 0.07 -0.10 0.05 0.017
H 3.521 1.193 -1.376 0.00 -0.06 -0.02 0.055
H 3.863 1.892 -4.147 -0.12 -0.11 -0.24 0.024
H 5.033 1.160 -3.093 0.02 0.01 0.09 0.052
H 7.667 5.174 -4.324 0.00 0.01 0.01 0.090
H 9.686 4.644 -5.624 -0.01 -0.01 0.01 0.101
H 10.056 2.344 -6.463 -0.01 0.00 0.00 0.100
H 8.375 0.587 -6.006 0.00 0.01 0.00 0.101
H 6.366 1.106 -4.700 0.02 -0.01 0.01 0.084
H 6.756 5.722 -1.724 -0.01 0.02 0.00 0.089
H 7.969 5.814 0.418 -0.02 -0.01 0.00 0.101
H 8.128 3.794 1.840 -0.01 -0.01 -0.02 0.100
H 7.105 1.672 1.075 0.01 0.01 -0.01 0.102
H 5.954 1.560 -1.085 -0.01 0.03 0.00 0.091
H -0.587 0.553 -2.650 0.02 -0.06 0.00 0.074
H -1.517 -0.677 -4.575 -0.03 0.01 0.02 0.100
H -0.503 -0.417 -6.819 0.00 0.01 0.00 0.101
H 1.403 1.134 -7.123 0.01 0.00 0.00 0.103
H 2.288 2.383 -5.247 0.14 0.00 0.01 0.080
H 1.619 4.026 -4.383 -0.04 -0.02 0.02 0.065
H 1.328 6.208 -4.981 0.01 -0.01 0.03 0.098
H 0.785 8.079 -3.555 0.00 -0.02 -0.01 0.095
H 0.488 7.977 -1.214 0.03 -0.02 0.01 0.103
H 0.681 6.049 0.132 0.03 -0.02 0.04 0.143
```
Positions in Å, forces in eV/Å.

The HOMO-LUMO gap (spin up / spin down) is 4.9879 / 4.9907 eV. For the HOMO energy (spin up / spin down), the calculation gives -6.054 / -6.058 eV. The calculation puts the total energy at -194937.3173 eV. The spin multiplicity is 1.